15
Properties=species:S:1:pos:R:3:nbo_charge:R:1 method="wB97M-V/def2-TZVPD" homo_lumo_gap_ev=8.53 homo_energy_ev=-13.9 energy_ha=-362.05080 total_charge=+1 de_lowest_kj_mol=427.1
O -2.120 -0.359 -2.212 -0.4791
O 1.471 0.963 -0.394 -0.7242
N 1.062 0.378 1.832 -0.8746
C -0.651 -0.150 0.013 -0.3479
C -1.276 -0.496 -1.320 0.6663
C -0.196 -1.313 -0.847 -0.5171
C 0.605 0.856 0.631 0.3410
H 1.195 -0.652 1.828 0.3912
H 1.133 0.892 2.716 0.4323
H -1.337 -0.163 0.909 0.2797
H -0.080 1.708 0.921 0.1742
H -0.358 -2.354 -0.609 0.2756
H 2.308 1.448 -0.215 0.5211
H -2.692 0.379 -2.020 0.5332
H 0.937 -1.139 -1.234 0.3284

60
Properties=species:S:1:pos:R:3:nbo_charge:R:1 method="wB97M-V/def2-TZVPD" homo_lumo_gap_ev=10.22 homo_energy_ev=-13.2 energy_ha=-1320.00502 total_charge=+1
F -0.856 1.742 -0.228 -0.3506
F -0.788 3.828 0.244 -0.2903
F -2.325 3.080 -1.055 -0.3095
O -2.524 3.759 2.027 -0.6782
O -4.638 -0.119 0.916 -0.5172
O -0.084 -1.080 -2.865 -0.7493
N -0.190 -0.712 1.942 -0.4998
N -1.365 -1.579 0.105 -0.8610
N -2.309 0.126 1.379 -0.4411
C 4.695 2.310 1.795 -0.6017
C -3.588 -0.563 1.689 0.1101
C -1.249 -0.712 1.182 0.7452
C -2.559 2.580 1.255 0.0072
C 2.271 -0.705 2.184 -0.4227
C -0.865 -1.963 -3.691 0.0939
C 3.560 -0.619 -0.031 -0.3978
C 1.039 -1.483 1.718 -0.2356
C 3.826 0.887 -0.145 -0.4035
C -4.592 -0.549 -0.437 -0.2618
C 3.511 -1.156 1.400 -0.4007
C 5.064 1.397 0.620 -0.4071
C -2.347 -1.676 -3.511 -0.6365
C -0.435 -1.837 -5.141 -0.6330
C -1.622 2.828 0.046 0.9590
C -2.078 1.389 2.091 -0.2503
H 3.549 -2.249 1.372 0.2098
H 5.593 2.760 2.221 0.2202
H -3.573 2.414 0.884 0.2128
H 2.111 0.359 1.990 0.2117
H 5.697 1.966 -0.060 0.2142
H 4.344 -1.154 -0.572 0.2195
H -2.961 -2.358 -4.098 0.2276
H 4.407 -0.848 1.939 0.2248
H -0.990 -2.527 -5.775 0.2240
H -2.796 3.576 2.933 0.4805
H -0.883 -1.212 -0.719 0.4510
H -2.577 -0.654 -3.826 0.2053
H -2.633 -1.771 -2.461 0.2036
H -2.625 1.394 3.038 0.2125
H 2.438 -0.868 3.249 0.2230
H -0.637 -2.967 -3.330 0.1757
H -3.850 -0.376 2.731 0.1956
H -3.788 -0.054 -0.987 0.1772
H 2.634 -0.841 -0.573 0.1930
H 1.138 -1.703 0.657 0.2247
H -0.254 -0.179 -3.165 0.4708
H -1.035 -2.511 0.328 0.3963
H -3.433 -1.641 1.557 0.1833
H 4.067 3.131 1.445 0.2043
H 4.179 1.763 2.587 0.1879
H -0.614 -0.821 -5.503 0.2046
H 0.629 -2.046 -5.247 0.2256
H 5.667 0.568 0.996 0.1964
H -4.472 -1.634 -0.499 0.1787
H 2.947 1.454 0.177 0.1854
H -5.539 -0.277 -0.896 0.2147
H 0.958 -2.437 2.242 0.2194
H -0.174 -0.113 2.757 0.4212
H -1.028 1.565 2.322 0.2162
H 3.951 1.120 -1.204 0.2207

17
Properties=species:S:1:pos:R:3:nbo_charge:R:1 method="wB97M-V/def2-TZVPD" homo_lumo_gap_ev=8.61 homo_energy_ev=-7.7 energy_ha=-309.69630 de_lowest_kj_mol=383.5
O 0.308 -0.386 1.540 -0.4799
C 0.074 -1.467 -1.090 -0.3516
C 0.088 1.140 -1.612 -0.6636
C -1.792 0.346 0.846 -0.6936
C -0.440 -0.204 0.463 0.5725
C 1.666 -0.779 1.368 -0.2602
C 0.059 -0.159 -0.875 -0.2661
H 0.500 1.923 -0.954 0.2073
H -0.937 1.417 -1.896 0.2171
H -2.302 -0.314 1.555 0.2429
H -1.639 1.313 1.351 0.2403
H 1.691 -1.844 1.125 0.2151
H 0.145 -1.753 -2.152 0.1742
H 2.149 -0.566 2.320 0.1940
H -2.416 0.507 -0.036 0.2293
H 0.695 1.045 -2.515 0.2288
H 2.150 -0.219 0.562 0.1935